The following is a DFT calculation (the ωB97M-V functional and the def2-TZVPD basis) of a molecular structure, C17H20AsCoN5.

As for the net charge: +3. Its multiplicity is 1. As for the gap between HOMO and LUMO (alpha / beta): 6.053 / 6.056 eV. As for the HOMO energy (alpha / beta): -0.65775 / -0.65775 Ha. The LUMO energy (alpha / beta) is -11.84 / -11.84 eV.

Last column: natural (NBO) charge in e.
Element x y z (Å)
C1 2.06374 -2.81009 2.05548  0.089
N1 0.91952 0.66812 -1.09120  -0.645
C2 -0.75285 1.49601 -2.68493  -0.193
H1 2.75761 1.66314 -1.11527  0.242
N2 1.44355 2.44755 -2.47879  -0.464
H2 -3.29486 2.39128 -4.72809  0.266
C3 -2.32157 2.40339 -4.25730  -0.161
H3 -1.35613 2.51375 2.22726  0.289
C4 -0.35199 0.54893 -1.68231  0.451
H4 -1.71586 1.70783 0.68251  0.272
C5 -1.37750 3.35920 -4.64769  -0.092
As1 0.02389 0.48709 2.01356  1.308
C6 -0.79355 -2.44336 -0.12367  0.153
H5 -0.24369 2.71667 0.85637  0.261
H6 -1.64533 -2.91673 -0.60218  0.280
C7 1.32301 1.06583 3.31156  -0.946
C8 -2.01717 1.47310 -3.28704  -0.113
N3 1.14731 -2.31459 1.22694  -0.506
C9 1.97937 -4.11318 2.54339  -0.193
H7 -2.73676 0.72228 -2.99132  0.257
H8 0.83211 -5.92384 2.52693  0.280
Co1 1.07814 -0.64111 0.28633  0.911
C10 -0.91960 2.02509 1.35379  -0.951
H9 -2.04242 -0.92606 2.20940  0.267
H10 0.75028 1.58614 4.08253  0.292
H11 2.14639 3.10600 -2.79967  0.464
H12 -0.87114 -5.00689 0.94021  0.276
C11 -0.04288 -4.39798 1.27880  -0.146
C12 -0.11968 3.39800 -4.07141  -0.236
C13 -1.25339 -0.63984 2.90193  -0.949
H13 1.83039 0.21115 3.75450  0.269
C14 0.17803 2.46334 -3.09365  0.235
N4 -0.46643 -1.23233 -0.41443  -0.208
H14 -1.68677 -0.04737 3.70997  0.290
H15 2.88775 -2.16320 2.33320  0.236
H16 -1.63015 4.07819 -5.41563  0.267
H17 0.61094 4.13454 -4.38178  0.256
H18 -0.76769 -1.51714 3.32373  0.265
C15 0.09988 -3.10490 0.83614  0.101
C16 0.91889 -4.90923 2.15985  -0.079
H19 2.04277 1.75285 2.87105  0.272
H20 2.74503 -4.47935 3.21356  0.282
C17 1.75989 1.60329 -1.53390  0.361
N5 -1.13111 -0.43557 -1.29868  -0.312

The following is a DFT calculation (the ωB97M-V functional and the def2-TZVPD basis) of a molecular structure, C17H20Br2Cl2N4O4PdS2.

As for the net charge: -2. Its multiplicity is 1. As for the gap between HOMO and LUMO: 4.624 eV. The energy above the lowest of the compared OMol25 structures with the same formula, charge and spin comes out at 0.375 eV. As for the HOMO energy: -0.02364 Ha. The LUMO energy is 3.98 eV.

Last column: natural (NBO) charge in e.
Element x y z (Å)
C1 3.74182 1.68419 -4.10102  -0.406
H1 3.45679 1.65688 0.04320  0.243
C2 2.83692 0.48442 -4.30020  -0.217
H2 -4.80565 1.79666 2.54639  0.217
H3 0.72073 -0.19508 3.97785  0.210
H4 4.66341 0.36000 0.09359  0.222
C3 3.68250 2.07485 -2.63781  -0.218
N1 4.10498 0.93585 -1.83155  -0.468
O1 -1.38807 1.34640 -1.34759  -1.044
C4 -2.41311 -2.88117 -0.90250  -0.395
C5 -3.68957 0.17144 1.67194  0.071
C6 1.98096 -1.43517 2.74603  -0.090
C7 0.75746 -0.84374 3.11750  -0.310
H5 -3.46530 -2.71435 -0.70515  0.201
H6 2.93005 0.08541 -5.31698  0.167
H7 -0.89997 0.99228 4.09026  0.227
H8 -4.45181 -0.07415 0.93922  0.184
H9 5.16104 1.99980 -0.39191  0.161
C8 -1.59209 -0.27205 2.46446  0.230
H10 3.04606 -2.49943 1.22535  0.236
Cl1 -2.24727 -4.64395 -1.28215  -0.125
C9 -1.70814 0.74413 3.42185  -0.263
O2 0.79483 0.70085 -2.13071  -1.129
H11 2.37455 -2.09322 -4.55876  0.166
C10 2.32707 -1.75269 -3.52053  -0.410
C11 -3.89986 1.20850 2.56381  -0.315
C12 4.35811 1.25777 -0.43548  -0.422
Pd1 0.26296 -0.60575 -0.24207  0.459
Br1 -3.08114 2.84556 4.74944  0.012
N2 3.19079 -0.59146 -3.37740  -0.469
N3 -0.31785 -1.90262 1.23350  -0.512
S1 -0.02642 1.84744 -1.57753  2.195
N4 -2.58924 -0.56712 1.62865  -0.403
H12 4.36009 2.90337 -2.41351  0.177
Br2 3.49240 -1.16322 3.88308  -0.025
C13 0.91940 -2.33371 0.80667  -0.109
H13 1.79857 0.78249 -4.13078  0.240
H14 3.39601 2.50812 -4.72911  0.205
S2 0.79375 2.23611 0.26735  -0.841
O3 0.05960 3.00137 -2.46524  -1.036
H15 2.66853 -2.54738 -2.86404  0.223
O4 3.51915 -1.16194 -1.19113  -0.690
H16 2.66726 2.38555 -2.37507  0.246
H17 -1.80840 -2.66494 -0.02230  0.287
C14 -2.87607 1.46582 3.45974  -0.031
H18 1.29191 -1.50793 -3.25889  0.222
C15 -0.32326 -1.03084 2.28915  0.132
H19 0.91168 -3.15209 0.09313  0.204
Cl2 -1.89857 -1.84791 -2.21155  0.025
C16 3.55752 -0.30840 -2.06765  0.826
C17 2.09934 -2.12142 1.58269  -0.243
H20 4.77212 1.43868 -4.38070  0.181

Copy entry 2 word for word.
The following is a DFT calculation (the ωB97M-V functional and the def2-TZVPD basis) of a molecular structure, C17H20Br2Cl2N4O4PdS2.

As for the net charge: -2. Its multiplicity is 1. As for the gap between HOMO and LUMO: 4.624 eV. The energy above the lowest of the compared OMol25 structures with the same formula, charge and spin comes out at 0.375 eV. As for the HOMO energy: -0.02364 Ha. The LUMO energy is 3.98 eV.

Last column: natural (NBO) charge in e.
Element x y z (Å)
C1 3.74182 1.68419 -4.10102  -0.406
H1 3.45679 1.65688 0.04320  0.243
C2 2.83692 0.48442 -4.30020  -0.217
H2 -4.80565 1.79666 2.54639  0.217
H3 0.72073 -0.19508 3.97785  0.210
H4 4.66341 0.36000 0.09359  0.222
C3 3.68250 2.07485 -2.63781  -0.218
N1 4.10498 0.93585 -1.83155  -0.468
O1 -1.38807 1.34640 -1.34759  -1.044
C4 -2.41311 -2.88117 -0.90250  -0.395
C5 -3.68957 0.17144 1.67194  0.071
C6 1.98096 -1.43517 2.74603  -0.090
C7 0.75746 -0.84374 3.11750  -0.310
H5 -3.46530 -2.71435 -0.70515  0.201
H6 2.93005 0.08541 -5.31698  0.167
H7 -0.89997 0.99228 4.09026  0.227
H8 -4.45181 -0.07415 0.93922  0.184
H9 5.16104 1.99980 -0.39191  0.161
C8 -1.59209 -0.27205 2.46446  0.230
H10 3.04606 -2.49943 1.22535  0.236
Cl1 -2.24727 -4.64395 -1.28215  -0.125
C9 -1.70814 0.74413 3.42185  -0.263
O2 0.79483 0.70085 -2.13071  -1.129
H11 2.37455 -2.09322 -4.55876  0.166
C10 2.32707 -1.75269 -3.52053  -0.410
C11 -3.89986 1.20850 2.56381  -0.315
C12 4.35811 1.25777 -0.43548  -0.422
Pd1 0.26296 -0.60575 -0.24207  0.459
Br1 -3.08114 2.84556 4.74944  0.012
N2 3.19079 -0.59146 -3.37740  -0.469
N3 -0.31785 -1.90262 1.23350  -0.512
S1 -0.02642 1.84744 -1.57753  2.195
N4 -2.58924 -0.56712 1.62865  -0.403
H12 4.36009 2.90337 -2.41351  0.177
Br2 3.49240 -1.16322 3.88308  -0.025
C13 0.91940 -2.33371 0.80667  -0.109
H13 1.79857 0.78249 -4.13078  0.240
H14 3.39601 2.50812 -4.72911  0.205
S2 0.79375 2.23611 0.26735  -0.841
O3 0.05960 3.00137 -2.46524  -1.036
H15 2.66853 -2.54738 -2.86404  0.223
O4 3.51915 -1.16194 -1.19113  -0.690
H16 2.66726 2.38555 -2.37507  0.246
H17 -1.80840 -2.66494 -0.02230  0.287
C14 -2.87607 1.46582 3.45974  -0.031
H18 1.29191 -1.50793 -3.25889  0.222
C15 -0.32326 -1.03084 2.28915  0.132
H19 0.91168 -3.15209 0.09313  0.204
Cl2 -1.89857 -1.84791 -2.21155  0.025
C16 3.55752 -0.30840 -2.06765  0.826
C17 2.09934 -2.12142 1.58269  -0.243
H20 4.77212 1.43868 -4.38070  0.181

Copy entry 1 word for word.
The following is a DFT calculation (the ωB97M-V functional and the def2-TZVPD basis) of a molecular structure, C17H20AsCoN5.

As for the net charge: +3. Its multiplicity is 1. As for the gap between HOMO and LUMO (alpha / beta): 6.053 / 6.056 eV. As for the HOMO energy (alpha / beta): -0.65775 / -0.65775 Ha. The LUMO energy (alpha / beta) is -11.84 / -11.84 eV.

Last column: natural (NBO) charge in e.
Element x y z (Å)
C1 2.06374 -2.81009 2.05548  0.089
N1 0.91952 0.66812 -1.09120  -0.645
C2 -0.75285 1.49601 -2.68493  -0.193
H1 2.75761 1.66314 -1.11527  0.242
N2 1.44355 2.44755 -2.47879  -0.464
H2 -3.29486 2.39128 -4.72809  0.266
C3 -2.32157 2.40339 -4.25730  -0.161
H3 -1.35613 2.51375 2.22726  0.289
C4 -0.35199 0.54893 -1.68231  0.451
H4 -1.71586 1.70783 0.68251  0.272
C5 -1.37750 3.35920 -4.64769  -0.092
As1 0.02389 0.48709 2.01356  1.308
C6 -0.79355 -2.44336 -0.12367  0.153
H5 -0.24369 2.71667 0.85637  0.261
H6 -1.64533 -2.91673 -0.60218  0.280
C7 1.32301 1.06583 3.31156  -0.946
C8 -2.01717 1.47310 -3.28704  -0.113
N3 1.14731 -2.31459 1.22694  -0.506
C9 1.97937 -4.11318 2.54339  -0.193
H7 -2.73676 0.72228 -2.99132  0.257
H8 0.83211 -5.92384 2.52693  0.280
Co1 1.07814 -0.64111 0.28633  0.911
C10 -0.91960 2.02509 1.35379  -0.951
H9 -2.04242 -0.92606 2.20940  0.267
H10 0.75028 1.58614 4.08253  0.292
H11 2.14639 3.10600 -2.79967  0.464
H12 -0.87114 -5.00689 0.94021  0.276
C11 -0.04288 -4.39798 1.27880  -0.146
C12 -0.11968 3.39800 -4.07141  -0.236
C13 -1.25339 -0.63984 2.90193  -0.949
H13 1.83039 0.21115 3.75450  0.269
C14 0.17803 2.46334 -3.09365  0.235
N4 -0.46643 -1.23233 -0.41443  -0.208
H14 -1.68677 -0.04737 3.70997  0.290
H15 2.88775 -2.16320 2.33320  0.236
H16 -1.63015 4.07819 -5.41563  0.267
H17 0.61094 4.13454 -4.38178  0.256
H18 -0.76769 -1.51714 3.32373  0.265
C15 0.09988 -3.10490 0.83614  0.101
C16 0.91889 -4.90923 2.15985  -0.079
H19 2.04277 1.75285 2.87105  0.272
H20 2.74503 -4.47935 3.21356  0.282
C17 1.75989 1.60329 -1.53390  0.361
N5 -1.13111 -0.43557 -1.29868  -0.312

- Which formula does entry 1 have?
  C17H20AsCoN5